84
Properties=species:S:1:pos:R:3:forces:R:3:lowdin_charge:R:1 method="wB97M-V/def2-TZVPD" e_homo_ha=-0.4009 spin_multiplicity=1 de_lowest_ev=0.037 gap_ha=0.28422 charge=+1
Tl -1.379 -0.460 0.547 0.14 0.19 0.42 0.970
C 1.743 -2.953 2.853 -0.01 -0.01 -0.02 0.000
C 0.814 -2.357 1.843 0.04 -0.11 0.14 -0.259
N -0.142 -1.570 2.166 0.12 -0.13 -0.22 -0.038
N -0.329 -1.241 3.469 -0.06 0.10 -0.05 0.088
C -1.429 -0.536 3.635 0.01 -0.03 0.24 -0.408
O -2.250 -0.236 2.699 0.11 0.01 0.14 -0.183
C -1.718 -0.050 5.010 -0.03 0.00 -0.09 -0.144
C -2.949 0.544 5.276 -0.01 0.00 0.03 -0.026
C -3.235 1.023 6.545 0.00 -0.01 0.00 -0.069
C -2.287 0.916 7.553 0.00 0.01 0.00 -0.072
C -1.057 0.323 7.293 0.01 -0.01 -0.02 -0.066
C -0.772 -0.161 6.027 0.00 -0.04 0.00 -0.022
C 1.003 -2.655 0.402 -0.05 -0.07 0.07 -0.245
C 2.162 -3.283 -0.032 0.07 -0.07 -0.02 0.011
C 2.355 -3.493 -1.386 0.07 -0.02 -0.03 -0.022
C 1.380 -3.080 -2.275 -0.03 -0.02 0.00 -0.034
C 0.241 -2.485 -1.762 0.04 -0.02 0.16 -0.115
N 0.046 -2.287 -0.457 -0.04 0.17 -0.36 0.053
H 1.492 -2.581 3.839 -0.01 -0.01 0.01 0.071
H 1.664 -4.043 2.852 0.01 0.01 -0.04 0.104
H 2.777 -2.690 2.628 -0.02 0.01 0.00 0.092
H -3.681 0.624 4.484 0.00 0.03 0.01 0.106
H -4.195 1.478 6.749 0.01 0.00 -0.01 0.107
H -2.505 1.296 8.543 0.00 -0.02 -0.01 0.108
H -0.320 0.239 8.080 -0.01 0.01 -0.01 0.108
H 0.179 -0.627 5.812 0.00 0.02 0.01 0.108
H 2.912 -3.596 0.679 -0.02 0.02 -0.02 0.114
H 3.262 -3.968 -1.740 -0.03 0.00 0.01 0.121
H 1.485 -3.221 -3.342 0.00 0.02 0.02 0.115
H -0.536 -2.149 -2.433 -0.04 0.05 -0.02 0.103
N -1.929 1.899 1.097 0.01 0.13 -0.10 -0.004
N -2.390 2.499 -0.072 -0.12 -0.05 -0.02 0.020
C -2.244 1.882 -1.307 -0.11 0.18 -0.05 -0.684
O -2.474 2.517 -2.315 0.12 -0.12 0.06 0.077
O -1.854 0.630 -1.292 -0.32 -0.13 -0.22 -0.189
H -2.631 1.915 1.828 -0.03 -0.05 0.00 0.103
H -1.069 2.328 1.430 0.00 0.01 0.01 0.093
H -2.552 3.493 -0.095 0.06 0.03 -0.01 0.153
N -4.695 -0.793 1.738 -0.09 -0.02 -0.03 0.166
C -4.589 -1.407 0.539 0.01 -0.03 0.02 -0.340
C -5.739 -1.954 -0.070 -0.06 -0.01 0.00 -0.003
C -5.642 -2.556 -1.291 -0.08 -0.03 -0.03 -0.042
C -4.401 -2.617 -1.936 -0.01 0.00 -0.03 -0.050
C -3.333 -2.059 -1.299 -0.05 0.06 0.03 -0.130
N -3.397 -1.469 -0.083 -0.12 -0.13 0.19 0.042
H -5.572 -0.868 2.220 -0.04 -0.03 -0.04 0.112
H -3.869 -0.624 2.305 0.04 0.03 -0.06 0.047
H -6.685 -1.888 0.451 0.02 0.00 -0.01 0.119
H -6.523 -2.981 -1.755 0.01 0.01 0.01 0.120
H -4.286 -3.070 -2.909 0.01 0.01 0.02 0.112
H -2.366 -2.046 -1.768 0.08 -0.02 -0.02 0.072
C 3.020 1.101 -6.008 -0.03 0.00 -0.01 -0.107
C 1.671 0.382 -6.016 0.04 0.04 0.04 -0.252
C 1.193 0.006 -4.615 0.01 0.04 0.02 -0.207
C 0.730 1.221 -3.811 0.06 -0.06 0.11 -0.156
N 0.536 0.943 -2.392 0.48 -0.05 -0.18 0.040
C 1.496 0.906 -1.476 -0.07 0.04 -0.10 -0.702
S 1.131 0.695 0.202 0.10 0.01 0.01 0.748
N 2.762 1.055 -1.876 0.08 0.03 0.09 0.035
C 3.964 1.127 -1.045 -0.05 0.02 -0.05 -0.196
C 4.559 2.529 -1.039 0.00 0.03 0.00 -0.195
C 3.689 3.576 -0.346 0.02 -0.02 0.06 -0.258
C 3.628 3.397 1.168 -0.01 -0.01 -0.01 -0.110
H 3.387 1.259 -7.022 -0.01 0.01 0.02 0.076
H 3.771 0.510 -5.476 -0.01 0.01 -0.02 0.074
H 2.961 2.086 -5.537 0.00 -0.04 0.00 0.065
H 1.750 -0.524 -6.619 0.00 0.00 -0.01 0.108
H 0.917 1.010 -6.499 0.01 -0.02 -0.02 0.115
H 2.003 -0.502 -4.079 -0.01 -0.03 -0.01 0.099
H 0.361 -0.701 -4.675 0.00 -0.02 0.01 0.110
H -0.229 1.576 -4.186 -0.02 0.04 0.00 0.136
H 1.429 2.054 -3.921 -0.01 0.03 0.00 0.117
H -0.415 0.783 -2.064 -0.14 0.04 0.02 0.051
H 2.909 1.240 -2.857 -0.01 -0.03 -0.03 0.121
H 4.687 0.419 -1.454 -0.01 -0.03 0.02 0.122
H 3.702 0.796 -0.043 -0.02 0.00 -0.01 0.073
H 4.750 2.827 -2.076 0.02 0.00 0.03 0.112
H 5.533 2.479 -0.546 0.00 0.00 -0.02 0.118
H 2.679 3.552 -0.767 0.00 0.01 0.00 0.098
H 4.094 4.563 -0.574 -0.02 0.01 -0.02 0.108
H 3.166 2.449 1.448 0.03 0.03 -0.01 0.032
H 3.042 4.193 1.629 0.00 -0.01 0.00 0.074
H 4.631 3.430 1.601 -0.02 0.00 0.00 0.078